16
Properties=species:S:1:pos:R:3:forces:R:3:lowdin_charge:R:1 method="wB97M-V/def2-TZVPD" e_above_lowest_ev=0.000 e_tot_ev=-16528.976 lumo_ha=0.019 orbital_gap_ev=10.5
O 3.089 0.024 -0.664 -0.5 0.8 0.4 0.07
C 2.345 0.492 0.169 2.2 0.7 0.1 -0.24
C 1.454 -0.334 0.975 -2.7 -1.7 -2.5 -0.14
O 0.100 0.108 0.901 -1.0 0.4 -0.3 -0.01
C -0.523 -0.194 -0.346 -0.8 0.6 1.8 -0.62
O -0.513 -1.502 -0.696 2.3 0.8 -2.0 0.15
O 0.129 0.443 -1.303 0.8 1.6 -2.3 0.13
C -1.993 0.279 -0.067 -1.3 1.1 1.5 -0.38
O -2.819 -0.444 0.417 0.2 -1.6 -0.4 0.13
O -2.332 1.586 -0.162 0.7 0.1 -1.0 0.12
H 2.423 1.547 0.591 -0.1 -0.5 -1.0 0.15
H 1.376 -1.355 0.613 1.0 -0.3 0.0 0.14
H 1.681 -0.321 1.969 0.9 0.2 2.7 0.11
H -1.087 -1.983 -0.194 -2.8 -2.1 2.3 0.07
H -0.021 0.012 -2.169 0.2 0.2 0.7 0.17
H -3.307 1.640 -0.033 0.9 -0.2 0.1 0.15

13
Properties=species:S:1:pos:R:3:forces:R:3:lowdin_charge:R:1 method="wB97M-V/def2-TZVPD" e_above_lowest_ev=4.704 e_tot_ev=-10495.449 lumo_ha="0.002 / 0.002" orbital_gap_ev="8.7 / 8.7"
C 0.230 1.270 1.080 -0.9 1.2 1.8 0.09
C 0.239 0.476 0.012 -0.3 1.5 0.6 -0.36
C 1.337 0.520 -0.924 2.4 -3.4 -0.6 -0.18
C -0.868 -0.422 -0.351 -1.6 1.1 0.3 -0.05
N 1.877 -1.438 -0.837 1.5 2.7 -1.1 0.01
O 1.976 1.168 -1.656 -0.9 0.2 0.7 0.18
F 2.193 -1.459 0.532 -0.5 -0.3 1.9 -0.22
H -0.606 1.476 1.864 1.1 -1.3 -1.8 0.12
H 1.048 1.916 1.372 0.4 -0.1 -0.6 0.07
H -1.049 -0.461 -1.399 0.3 -0.5 -1.0 0.08
H -0.786 -1.379 0.107 0.1 -0.8 0.1 0.08
H -1.771 0.100 -0.004 0.1 -0.5 0.3 0.10
H 2.913 -1.375 -1.102 -1.9 0.2 -0.7 0.08

23
Properties=species:S:1:pos:R:3:forces:R:3:lowdin_charge:R:1 method="wB97M-V/def2-TZVPD" e_above_lowest_ev=0.923 e_tot_ev=-11013.024 lumo_ha=0.033 orbital_gap_ev=10.3
C 1.777 0.845 -1.486 -0.1 0.0 -0.2 -0.06
C 0.734 -0.224 -1.150 -0.5 -0.4 -0.6 -0.38
C 1.318 -1.438 -0.433 0.9 -0.3 -0.4 -0.07
C -0.528 0.338 -0.435 1.5 1.1 -1.4 -0.35
N -1.218 1.362 -1.232 -0.5 -0.2 0.1 0.04
C -0.086 1.021 0.860 -1.0 -0.8 0.8 -0.18
O -0.867 0.551 1.981 0.0 0.2 -0.1 -0.08
H 2.299 0.671 -2.427 0.0 -0.3 0.0 0.08
H 2.509 0.877 -0.712 0.8 0.0 0.6 0.06
H 1.400 1.862 -1.562 -0.3 0.0 0.0 0.07
H 0.416 -0.670 -2.101 -0.4 0.4 0.0 0.13
H 0.551 -2.091 -0.056 -0.4 -0.1 0.2 0.05
H 2.056 -1.241 0.349 -0.2 0.3 0.2 0.08
H 1.850 -2.058 -1.160 0.2 0.1 0.0 0.08
H -1.227 -0.477 -0.323 -0.1 -0.3 0.6 0.13
H -0.593 2.101 -1.520 0.1 0.0 0.0 0.05
H -1.655 0.986 -2.064 0.1 -0.1 0.0 0.08
H 0.928 0.783 1.168 0.2 0.1 -0.3 0.12
H -0.228 2.096 0.749 0.2 0.1 0.1 0.12
H -1.793 0.594 1.715 -0.1 0.2 0.1 0.10
O -1.208 -2.193 1.651 -0.1 0.0 0.0 -0.07
H -0.951 -1.273 1.826 -0.1 0.1 0.2 -0.01
H -0.376 -2.664 1.688 0.1 -0.3 0.1 0.02

93
Properties=species:S:1:pos:R:3:forces:R:3:lowdin_charge:R:1 method="wB97M-V/def2-TZVPD" e_above_lowest_ev=0.504 e_tot_ev=-138367.069 multiplicity=6 total_charge=+1 lumo_ha="-0.097 / -0.161" orbital_gap_ev="6.5 / 6.3"
Ru 0.854 0.343 0.347 0.9 0.6 -0.4 1.02
C 0.387 4.939 0.511 0.0 0.0 0.0 -0.02
C 0.902 3.663 0.247 0.0 0.0 0.0 -0.12
N 0.176 2.573 0.306 -0.1 0.0 0.2 -0.03
C -1.139 2.658 0.608 0.1 0.0 -0.1 -0.19
C -1.754 3.900 0.841 -0.1 0.1 0.0 -0.14
C -0.942 5.052 0.812 0.0 0.1 0.0 0.02
C -3.157 3.963 1.051 0.1 0.0 0.0 0.00
C -3.903 2.823 0.954 0.0 0.0 0.0 -0.04
C -3.299 1.580 0.724 0.0 0.0 -0.1 0.02
C -1.913 1.444 0.632 0.1 -0.1 0.0 -0.20
N -1.225 0.264 0.474 -0.6 -0.2 -0.1 -0.02
C -1.920 -0.947 0.527 0.0 0.3 0.0 -0.22
C -3.004 -1.159 1.404 -0.1 0.0 0.0 -0.04
C -3.901 -2.188 1.171 0.0 0.0 0.0 -0.07
C -3.797 -2.939 0.010 0.0 0.0 0.0 -0.01
C -2.665 -2.805 -0.817 0.0 0.0 -0.1 -0.19
C -2.567 -3.340 -2.132 0.0 -0.1 0.0 -0.02
C -1.498 -2.918 -2.947 -0.1 0.0 0.0 -0.08
C -0.417 -2.300 -2.400 0.0 0.1 0.2 -0.16
N -0.307 -2.116 -0.976 -0.3 0.0 -0.1 -0.07
C -1.607 -1.967 -0.390 0.3 0.0 -0.1 -0.18
H 1.034 5.804 0.466 0.0 0.0 0.0 0.11
H 1.941 3.532 -0.029 0.0 0.0 0.0 0.09
H -1.389 6.018 1.014 0.0 0.0 0.0 0.13
H -3.621 4.923 1.244 0.0 0.0 0.0 0.12
H -4.980 2.872 1.048 0.0 0.0 0.0 0.12
H -3.933 0.719 0.594 0.0 0.0 0.0 0.11
H -3.123 -0.496 2.253 0.0 -0.1 0.0 0.13
H -4.722 -2.353 1.857 0.0 0.0 0.0 0.12
H -4.576 -3.640 -0.267 0.0 0.0 0.0 0.12
H -3.366 -3.956 -2.526 0.0 0.1 0.0 0.12
H -1.522 -3.091 -4.015 0.0 0.0 0.0 0.12
H 0.422 -1.962 -2.992 0.0 0.0 0.0 0.08
C 6.580 -0.756 1.950 -0.1 0.0 0.0 -0.04
C 5.263 -0.197 1.475 0.0 -0.1 0.0 -0.24
C 5.029 1.175 1.370 0.0 0.1 0.0 -0.01
C 3.805 1.664 0.941 0.1 0.1 -0.1 -0.10
C 2.835 0.735 0.602 -0.3 -0.1 0.3 -0.46
Br 0.828 0.846 2.865 0.0 0.4 -0.1 0.19
N 3.049 -0.553 0.694 0.1 0.0 0.0 -0.01
C 4.215 -1.037 1.126 0.1 0.1 0.1 -0.09
H 7.143 -0.010 2.511 0.0 0.0 0.0 0.08
H 7.195 -1.075 1.107 0.0 0.0 0.0 0.09
H 6.428 -1.622 2.594 0.0 0.0 0.0 0.08
H 5.810 1.870 1.661 0.0 0.0 0.0 0.12
H 3.619 2.728 0.906 0.0 0.0 0.0 0.09
H 4.310 -2.116 1.205 0.0 0.0 0.0 0.11
C 0.720 3.455 -4.044 0.1 0.0 0.0 -0.08
N 2.001 3.012 -3.501 -0.2 0.0 0.0 -0.03
C 2.174 1.957 -2.698 0.2 0.0 0.0 -0.77
S 0.861 0.967 -2.238 -0.2 -0.4 0.3 0.70
N 3.421 1.689 -2.303 0.0 0.0 0.0 -0.03
C 4.584 2.505 -2.591 0.0 0.0 0.0 -0.06
H 0.756 4.533 -4.185 0.0 0.0 0.0 0.09
H -0.072 3.207 -3.345 0.0 0.0 0.0 0.05
H 0.506 2.975 -4.999 0.0 0.0 0.0 0.09
H 2.825 3.453 -3.875 0.0 0.0 0.0 0.12
H 3.518 0.903 -1.682 0.0 0.0 0.0 0.09
H 4.837 2.490 -3.654 0.0 0.0 0.0 0.09
H 5.428 2.101 -2.039 0.0 0.0 0.0 0.09
H 4.434 3.541 -2.275 0.0 0.0 0.0 0.09
C -0.371 -5.192 -0.756 -0.1 0.0 -0.1 -0.14
Si 0.575 -3.639 -0.313 0.1 0.0 0.0 0.76
C 2.233 -3.803 -1.299 0.0 0.0 0.0 -0.56
C 2.907 -2.472 -1.676 0.2 -0.1 0.0 -0.10
C 1.973 -4.606 -2.595 0.0 0.0 0.0 -0.10
C 3.253 -4.640 -0.504 0.0 0.0 -0.1 -0.09
C 0.516 -3.584 1.616 0.1 0.1 0.0 -0.56
C 0.652 -2.177 2.218 0.2 -0.7 -0.1 -0.19
C 1.603 -4.477 2.238 -0.1 0.0 0.1 -0.09
C -0.841 -4.165 2.068 0.0 0.1 0.0 -0.08
H 0.188 -6.043 -0.346 0.0 0.0 0.0 0.06
H -0.465 -5.344 -1.829 0.0 0.0 0.1 0.04
H -1.369 -5.218 -0.322 0.0 0.0 0.0 0.03
H 2.207 -1.663 -1.874 -0.1 0.1 0.0 0.01
H 3.516 -2.612 -2.576 0.0 0.0 0.0 0.09
H 3.573 -2.135 -0.880 -0.2 -0.1 -0.3 0.04
H 1.250 -4.138 -3.264 0.0 0.0 0.0 0.07
H 1.630 -5.619 -2.384 0.0 0.0 0.0 0.07
H 2.922 -4.691 -3.136 -0.1 0.0 0.0 0.09
H 3.628 -4.113 0.373 0.0 0.0 0.0 0.05
H 4.112 -4.856 -1.149 0.0 0.0 0.0 0.09
H 2.844 -5.601 -0.177 0.0 0.1 0.0 0.08
H 1.692 -1.889 2.369 -0.1 0.0 -0.1 0.04
H 0.150 -2.116 3.188 0.0 0.0 0.0 0.08
H 0.186 -1.411 1.603 -0.1 -0.2 0.1 -0.06
H 2.604 -4.076 2.091 0.0 0.0 0.0 0.06
H 1.580 -5.499 1.850 0.0 0.0 0.0 0.08
H 1.430 -4.535 3.320 0.0 0.0 -0.1 0.10
H -1.699 -3.641 1.635 0.1 -0.1 0.1 0.06
H -0.910 -4.063 3.156 0.0 0.0 0.0 0.09
H -0.935 -5.225 1.834 0.0 0.0 0.0 0.08

18
Properties=species:S:1:pos:R:3:forces:R:3:lowdin_charge:R:1 method="wB97M-V/def2-TZVPD" e_above_lowest_ev=2.016 e_tot_ev=-8882.858 total_charge=+1 lumo_ha=-0.114 orbital_gap_ev=11.2
C -2.433 -0.471 -0.016 -1.0 -0.8 3.1 -0.07
C -1.002 -0.608 -0.417 0.1 0.0 -0.5 -0.33
C -0.082 -1.541 -0.080 -1.0 1.4 -0.7 0.10
N -0.639 0.579 -1.318 2.9 0.0 1.3 0.20
H -2.521 0.469 0.676 0.0 -1.8 -0.9 0.12
H -3.244 -0.367 -0.744 0.8 0.1 -0.6 0.08
H -2.773 -1.450 0.556 0.9 2.2 -0.8 0.13
H 0.944 -1.559 -0.518 -1.0 0.1 0.7 0.09
H -0.430 -2.281 0.652 0.4 0.1 -0.6 0.09
H -1.264 1.394 -1.400 0.0 -0.8 0.1 0.18
H -0.294 0.259 -2.191 -0.8 -0.6 -1.9 0.14
H 0.370 0.911 -1.075 -1.0 0.2 0.7 0.13
H 1.953 1.131 0.315 0.2 0.2 2.4 0.01
H 2.807 1.222 -0.887 6.6 2.2 -2.4 -0.01
O 2.031 0.980 -0.601 -7.0 -2.4 0.1 0.05
H 1.634 0.814 2.844 -0.9 -0.3 2.6 0.03
H 2.780 -0.100 2.081 0.0 -0.6 1.2 0.06
O 2.162 0.615 2.124 0.9 1.0 -3.8 0.00

81
Properties=species:S:1:pos:R:3:forces:R:3:lowdin_charge:R:1 method="wB97M-V/def2-TZVPD" e_tot_ev=-68651.149 total_charge=+1 lumo_ha="-0.185 / -0.126" orbital_gap_ev="4.3 / 5.8"
Tl -2.494 2.567 -5.017 -2.4 2.5 2.4 0.89
C -0.679 -2.227 0.872 2.5 -1.0 -1.6 -0.20
C 0.675 -2.403 0.483 -3.2 -0.3 0.1 -0.22
C 0.610 -0.822 2.150 0.2 -0.7 -0.8 -0.22
C -0.711 -1.254 1.908 1.3 0.8 0.7 -0.18
C 1.474 -1.536 1.277 -0.7 1.5 1.6 -0.20
C -1.850 -2.972 0.375 -0.6 -0.3 -0.2 -0.05
H -1.668 -3.404 -0.615 0.0 0.0 0.1 0.06
H -2.736 -2.326 0.307 0.1 -0.2 0.0 0.07
H -2.114 -3.806 1.043 0.0 0.2 -0.2 0.10
C -1.895 -0.804 2.661 -0.5 0.1 0.1 -0.02
H -2.815 -1.208 2.236 0.0 0.0 0.1 0.07
H -1.977 0.289 2.666 0.1 -0.1 0.1 0.08
H -1.848 -1.125 3.709 0.0 0.1 -0.1 0.10
C 1.010 0.152 3.183 0.1 0.4 0.5 -0.04
H 0.883 -0.258 4.195 0.1 0.1 -0.1 0.09
H 0.400 1.062 3.128 0.1 0.0 0.1 0.07
H 2.058 0.442 3.075 -0.1 0.0 0.1 0.07
C 2.943 -1.429 1.244 0.6 -0.1 0.0 -0.04
H 3.395 -1.920 2.119 -0.1 0.1 -0.2 0.11
H 3.278 -0.385 1.260 -0.1 -0.2 0.1 0.05
H 3.364 -1.907 0.355 0.0 0.1 0.1 0.07
C 1.201 -3.354 -0.510 0.3 -0.4 -0.3 -0.06
H 1.621 -4.249 -0.039 0.0 0.0 0.0 0.10
H 2.006 -2.907 -1.100 0.0 0.0 -0.1 0.07
H 0.426 -3.689 -1.198 0.0 -0.1 0.0 0.06
C -2.691 1.686 -7.202 -0.1 -1.3 -1.2 -0.26
C -2.631 0.509 -6.475 -0.4 -0.2 -1.7 -0.22
C -1.658 -0.579 -6.796 0.8 0.0 0.1 -0.17
C -0.251 -0.278 -6.285 0.5 -0.3 0.4 -0.19
C -0.154 0.700 -5.076 1.6 -1.2 -0.8 -0.37
C -0.396 2.171 -5.396 0.7 -0.2 0.6 -0.46
C -0.241 2.654 -6.846 0.4 -0.3 0.4 -0.22
C -1.460 2.400 -7.800 -0.7 -0.3 -0.8 -0.17
H -1.601 -0.674 -7.889 -0.1 -0.1 0.3 0.13
H 0.336 0.147 -7.112 0.0 -0.1 0.4 0.12
H -1.972 -1.572 -6.430 -0.3 0.6 0.1 0.12
H -1.124 1.880 -8.721 -0.1 0.2 0.4 0.13
H -3.679 2.040 -7.565 0.6 0.4 1.2 0.12
H -3.359 0.238 -5.706 -0.7 0.0 -0.9 0.08
H -1.824 3.390 -8.127 0.1 -0.5 -0.1 0.11
H -0.061 3.742 -6.767 -0.2 -0.4 -0.2 0.12
H 0.129 2.860 -4.708 0.0 -0.7 -0.4 0.07
H 0.670 2.254 -7.318 -0.2 0.1 0.0 0.11
H 0.226 -1.239 -6.002 0.0 0.5 -0.2 0.11
H 0.938 0.619 -4.847 -0.5 -0.3 0.6 0.10
P -0.855 -0.147 -3.443 0.5 2.8 0.3 1.02
P 2.097 0.595 -1.508 0.6 0.3 0.5 0.90
C -0.568 1.283 -2.304 -0.5 -0.3 -0.1 -0.37
C 0.843 1.806 -2.122 0.3 -0.1 -0.2 -0.39
H -1.028 1.046 -1.339 0.3 -0.4 0.0 0.08
H -1.174 2.143 -2.641 -0.1 -0.5 -0.4 0.02
H 1.270 2.215 -3.044 -0.4 0.2 0.1 0.07
H 0.756 2.615 -1.385 0.2 -0.1 -0.2 0.08
C 2.956 1.793 -0.401 0.2 -0.1 -0.1 -0.27
H 3.724 1.270 0.182 -0.1 0.4 -0.2 0.03
H 2.196 2.206 0.280 0.3 -0.2 -0.1 0.04
H 3.404 2.602 -0.999 -0.1 -0.2 0.3 0.05
C 3.261 0.527 -2.963 -0.1 0.1 0.4 -0.27
H 3.479 1.537 -3.340 0.0 -0.3 0.0 0.05
H 2.827 -0.088 -3.764 0.2 0.1 0.2 0.02
H 4.187 0.046 -2.610 -0.3 0.2 -0.3 0.05
C -2.609 -0.515 -3.074 -0.5 -0.5 -0.3 -0.17
H -2.759 -0.553 -1.984 0.5 0.1 -0.1 0.07
H -2.886 -1.522 -3.418 0.1 0.3 -0.2 0.07
H -3.347 0.219 -3.435 0.5 -0.2 -0.1 0.03
C 0.142 -1.530 -2.899 -0.2 -0.6 -0.4 -0.20
H 0.898 -1.209 -2.158 -0.5 -0.1 -0.3 -0.03
H 0.637 -2.036 -3.736 -0.1 0.1 0.1 0.07
H -0.552 -2.245 -2.439 0.2 0.2 0.0 0.05
F -1.039 2.041 0.720 -0.4 0.8 -0.2 0.06
C -1.642 3.198 0.305 0.5 -0.8 1.3 -0.18
C -1.836 3.454 -1.018 -0.5 0.9 0.7 0.18
C -2.425 4.624 -1.398 -0.6 1.2 -1.1 -0.18
F -2.633 4.933 -2.711 0.2 -0.3 1.1 0.01
C -2.821 5.577 -0.439 -0.1 0.2 -0.4 -0.12
F -3.394 6.735 -0.812 0.4 -0.8 0.1 0.13
C -2.600 5.331 0.910 -0.1 0.2 0.6 -0.11
F -2.929 6.242 1.848 0.2 -0.8 -0.9 0.14
C -2.018 4.128 1.293 0.4 -0.5 0.0 -0.12
F -1.774 3.864 2.591 -0.2 0.2 -0.9 0.12

11
Properties=species:S:1:pos:R:3:forces:R:3:lowdin_charge:R:1 method="wB97M-V/def2-TZVPD" e_above_lowest_ev=0.332 e_tot_ev=-45897.167 multiplicity=5 total_charge=+2 lumo_ha="-0.409 / -0.483" orbital_gap_ev="10.1 / 8.4"
H -1.281 1.373 4.949 -0.5 -1.0 -0.8 0.17
O 0.300 1.829 3.783 -1.5 0.7 -1.5 -0.02
O 0.933 0.631 4.085 0.1 -0.7 0.6 -0.15
C -0.924 1.928 4.074 1.8 1.6 3.0 0.28
H -1.330 2.930 3.902 -0.2 -0.2 -0.8 0.17
Co 1.591 0.111 2.456 1.5 0.2 1.5 1.23
O 0.705 -0.103 0.994 -1.1 -0.6 -1.8 -0.11
C -0.579 0.011 0.544 -1.8 2.4 1.3 -0.05
H -0.638 0.315 -0.518 0.2 -0.3 0.4 0.14
H -1.130 -0.939 0.677 0.2 -0.4 -0.1 0.17
H -1.222 0.748 1.281 1.4 -1.6 -1.8 0.16

42
Properties=species:S:1:pos:R:3:forces:R:3:lowdin_charge:R:1 method="wB97M-V/def2-TZVPD" e_tot_ev=-1090345.155 multiplicity=2 total_charge=+1 lumo_ha="-0.161 / -0.350" orbital_gap_ev="8.0 / 2.8"
O 11.831 9.911 -31.646 -1.6 2.8 2.4 0.07
C 11.504 10.838 -30.880 1.5 -2.1 -1.9 -0.43
O 10.223 11.162 -30.572 -1.1 -0.5 0.3 -0.01
C 10.127 12.218 -29.609 0.7 1.1 0.6 -0.20
C 11.575 12.588 -29.269 -0.2 2.4 -0.4 -0.16
C 12.437 11.826 -30.196 0.0 -2.3 -0.3 -0.08
H 9.592 12.084 -28.669 -0.1 -1.7 0.0 0.07
H 9.549 13.076 -29.951 0.3 -0.1 -1.1 0.11
H 11.825 12.586 -28.208 0.0 -0.3 -0.2 0.13
H 11.773 13.583 -29.666 -0.5 0.6 0.9 0.12
H 13.162 11.226 -29.646 0.5 0.2 -0.6 0.14
H 12.817 12.438 -31.013 0.6 -0.2 0.3 0.14
C 8.565 8.723 -28.604 0.7 0.3 -0.2 -1.04
Cl 10.091 7.781 -28.997 -1.2 0.9 0.1 0.52
Cl 7.162 7.722 -28.429 -0.6 -0.7 0.4 0.51
H 8.726 9.275 -27.678 0.2 -0.3 0.0 -0.04
H 8.248 9.439 -29.362 1.0 -0.2 -0.3 -0.08
C 6.092 10.249 -33.626 1.3 -0.6 0.2 -1.43
Br 6.186 8.928 -35.084 -0.4 0.6 1.1 0.69
Br 7.002 9.654 -31.909 -1.3 0.5 -1.6 0.61
Br 4.268 10.857 -33.395 0.6 -0.4 0.3 0.78
H 6.710 11.072 -33.986 -0.4 0.0 0.3 -0.01
C 9.512 6.332 -32.294 -0.1 0.1 -0.9 -1.49
Br 7.771 6.011 -31.534 0.4 -0.1 0.0 0.53
Br 9.291 7.739 -33.711 0.5 -0.9 0.3 0.53
Br 10.331 4.651 -32.931 -0.5 1.2 0.3 0.60
H 10.175 6.842 -31.595 -0.2 -0.4 0.0 -0.07
C 5.054 11.016 -29.275 -0.1 1.1 1.3 -1.42
Br 4.233 10.724 -27.472 0.5 0.0 -1.6 0.58
Br 6.837 11.817 -29.000 -1.2 -0.3 -0.3 0.64
Br 3.815 12.263 -30.261 0.9 -1.0 0.2 0.65
H 5.169 10.111 -29.871 -0.2 0.1 0.3 -0.08
C 3.953 6.233 -29.925 -0.8 -0.8 -0.1 -1.45
Br 4.885 4.707 -29.069 -0.8 1.0 -0.4 0.53
Br 2.180 6.768 -29.031 1.9 -0.5 -0.8 0.49
Br 3.610 5.807 -31.851 0.3 0.5 1.3 0.50
H 4.664 7.056 -29.853 -0.5 0.0 -0.1 -0.08
C 7.919 7.767 -24.669 -0.1 -0.3 0.3 -1.53
Br 7.253 9.536 -25.250 0.0 -1.0 0.3 0.54
Br 9.620 7.378 -25.466 -0.1 0.0 -0.1 0.61
Br 6.689 6.215 -24.859 0.5 1.2 -0.1 0.55
H 8.136 7.842 -23.603 -0.4 0.1 -0.3 -0.03